1.
{
  "formula": "C35H36CsN7O3P2S2Se2",
  "method": "wB97M-V/def2-TZVPD",
  "elements": ["Cs", "Se", "Se", "S", "S", "P", "P", "O", "O", "O", "N", "N", "N", "N", "N", "N", "N", "C", "C", "C", "C", "C", "C", "C", "C", "C", "C", "C", "C", "C", "C", "C", "C", "C", "C", "C", "C", "C", "C", "C", "C", "C", "C", "C", "C", "C", "C", "C", "C", "C", "C", "C", "H", "H", "H", "H", "H", "H", "H", "H", "H", "H", "H", "H", "H", "H", "H", "H", "H", "H", "H", "H", "H", "H", "H", "H", "H", "H", "H", "H", "H", "H", "H", "H", "H", "H", "H", "H"],
  "coordinates": [[-0.1099, -0.1173, 0.7090], [-2.9687, 2.0511, 0.9394], [-2.7668, -2.2549, 0.2244], [1.0552, 4.5181, 3.6258], [2.1168, 3.1094, -1.5182], [0.9727, -4.1674, 2.0090], [-3.7549, 0.0033, 0.5616], [3.5723, 3.0181, -1.3891], [0.6024, -2.7822, 1.5644], [1.5491, 4.2716, -0.8271], [4.0922, 1.0265, 3.0795], [1.2103, 4.8429, -7.2022], [1.3008, 1.7649, -1.2525], [1.3584, -1.2035, -1.7468], [2.7441, -0.2157, 1.8610], [0.4466, 2.4265, 2.2746], [2.4567, 0.6700, -3.0639], [-4.7512, -0.4716, -2.0530], [-5.8406, 1.3091, -0.8232], [1.8616, 3.6038, -3.2460], [-4.8662, 0.3000, -0.8866], [1.8686, -2.0872, -2.5997], [-6.6882, 1.5411, -1.9105], [-5.0500, 0.4623, 3.0633], [-5.6003, -0.2368, -3.1393], [-0.0143, 3.5819, 2.6849], [0.8762, -5.3679, 0.6971], [0.3515, 4.2762, -4.9996], [-6.5682, 0.7685, -3.0684], [6.5010, -1.7664, 2.6339], [-6.9399, -0.8286, 3.8587], [2.2443, 3.2863, 3.4827], [2.8982, -0.3503, -3.8350], [4.3538, -2.1146, 1.5462], [2.6345, -4.2741, 2.6403], [3.9367, -0.8648, 2.0243], [5.6456, -2.5553, 1.8604], [0.5645, 3.8848, -3.6757], [-6.9053, -1.5977, 2.6933], [4.8047, -0.1057, 2.7876], [-0.0780, -4.7850, 3.3075], [2.8230, 0.9651, 2.5122], [1.4190, 4.3491, -5.9026], [-5.9444, -1.3384, 1.7118], [-6.0125, 0.1997, 4.0436], [2.6490, -1.7048, -3.6616], [-5.0107, -0.3051, 1.8869], [1.8006, 2.2024, 2.7284], [1.7100, 0.3798, -1.9953], [6.0980, -0.5161, 3.1182], [2.9458, 3.7454, -4.1104], [2.7206, 4.1387, -5.4320], [3.9529, 3.5536, -3.7532], [-0.1407, -5.4185, 0.2979], [-7.6230, -2.3953, 2.5502], [-0.0209, -4.1380, 4.1873], [3.1929, 3.4486, 3.9676], [6.7630, 0.0948, 3.7183], [-4.0084, -1.2515, -2.1311], [3.0597, -2.4337, -4.3459], [0.2211, -5.7941, 3.6049], [3.5740, 4.2716, -6.0888], [4.4482, 1.7897, 3.6289], [-0.2636, 3.8137, -2.9769], [3.6824, -2.7192, 0.9468], [7.5001, -2.1315, 2.8642], [-7.4379, 2.3197, -1.8553], [-7.2244, 0.9487, -3.9099], [-5.9458, 1.9136, 0.0685], [2.7599, -3.6143, 3.5033], [1.5531, -5.0995, -0.1187], [-1.0125, 3.9225, 2.4422], [3.3558, -3.9783, 1.8733], [-7.6839, -1.0300, 4.6186], [5.9831, -3.5229, 1.4965], [-0.7829, -0.5906, 3.4592], [-0.6574, 4.5186, -5.3173], [1.9350, 4.5462, -7.8469], [-6.0385, 0.7937, 4.9481], [1.6312, -3.1250, -2.4047], [-5.9291, -1.9418, 0.8131], [3.5123, -0.0196, -4.6695], [-5.5072, -0.8342, -4.0370], [0.2779, 4.6377, -7.5454], [1.1523, -6.3629, 1.0575], [-4.3428, 1.2597, 3.2348], [-1.1189, -4.8211, 2.9740], [2.8681, -5.2956, 2.9538]],
  "atomic_forces_ev_per_a": [[-0.2159, -0.1371, 0.2718], [-0.1105, -1.1713, -0.3256], [-1.1898, 2.3240, 0.1314], [0.4898, -0.2677, 0.0818], [1.1402, 0.5633, -1.0912], [-0.9750, 2.6972, -0.3525], [0.1056, -0.7832, 0.1161], [-0.5532, -0.3905, 0.1039], [0.7504, -1.6826, 0.1173], [-0.3260, -1.5599, 0.1560], [-0.3148, 1.2885, 0.5688], [-0.0831, -0.1153, -0.3806], [-0.0514, -4.2513, -0.5684], [0.2993, 3.8185, 0.3250], [-1.2509, 2.2568, 0.4917], [1.8520, -0.0461, 0.6818], [-0.3491, -1.5826, 0.4475], [-0.4642, 0.5075, -0.0516], [-0.1504, -0.2844, -0.5173], [0.0189, -0.2683, 0.1969], [-0.1205, -0.3928, -0.4229], [-0.8775, 2.2528, 1.5358], [0.4452, -0.4299, 0.1079], [-0.3998, -0.4943, -0.0693], [-0.1820, 0.4796, 0.4308], [0.6019, -1.7097, -0.6903], [0.0506, -0.8434, -0.5251], [0.2002, -0.3798, 0.3143], [0.3129, -0.1797, 0.2445], [0.0658, 0.6351, 0.3937], [0.3290, 0.1554, -0.2518], [-0.3348, -0.8709, -0.6043], [-0.0972, -0.1031, 0.0977], [0.7154, 0.2732, -0.1978], [0.6454, -0.6921, 0.3031], [-0.2910, -0.5584, -0.4266], [-0.8960, 0.2442, -0.3013], [0.4907, 0.0819, -0.4717], [0.3831, 0.4266, -0.0210], [0.4401, 0.4628, 0.4650], [-0.3344, -0.5597, 0.5635], [-0.4950, -1.0117, -0.7320], [0.2194, 0.6090, 0.8237], [-0.1567, 0.2825, 0.4940], [-0.1051, -0.4321, -0.5281], [0.9330, 1.0007, -1.1252], [-0.1610, -0.0423, 0.3539], [0.2273, 0.5529, 0.3958], [0.6389, 0.9082, -0.6535], [0.0312, -0.5536, -0.2620], [-0.6013, 0.0906, -0.2277], [-0.1925, -0.3242, 0.3430], [-0.2069, -0.0256, 0.0533], [0.0806, 0.1645, 0.0979], [-0.0193, -0.0392, -0.0302], [-0.0129, 0.1353, -0.2481], [0.0639, -0.0949, -0.0351], [-0.0401, -0.0269, -0.0404], [0.1212, -0.0587, 0.2764], [0.0585, 0.0357, -0.0815], [0.0282, -0.0620, -0.0057], [-0.0665, 0.0044, -0.1384], [-0.0812, -0.0414, -0.0745], [0.1087, -0.0416, -0.0656], [0.2261, 0.6225, -0.2061], [-0.1508, 0.0934, -0.0206], [-0.0233, 0.0341, 0.0301], [-0.0420, 0.0178, -0.0544], [0.1517, -0.0359, 0.0379], [-0.1070, 0.0526, -0.1860], [-0.0657, 0.0946, 0.1080], [0.0627, -0.1166, -0.0200], [-0.5136, -0.5428, 0.5360], [-0.0444, -0.0239, 0.0512], [-0.0302, 0.1321, 0.0571], [0.0197, 0.0401, 0.5197], [0.0304, -0.0175, -0.1267], [-0.3325, 0.0199, 0.0339], [0.0524, 0.0139, 0.0214], [-0.1763, -0.0894, 0.1651], [0.1555, 0.0077, -0.0221], [-0.0112, -0.0905, -0.0371], [0.0333, -0.0237, -0.0297], [0.3198, -0.0098, -0.0837], [0.0056, -0.0291, -0.0189], [0.1917, -0.0241, -0.2268], [0.1307, 0.1879, -0.0458], [-0.0239, -0.0559, 0.0502]],
  "mulliken_charge": [0.3072, -0.5221, -0.4919, -0.2293, 1.2514, 0.8418, 0.0308, -0.7992, -0.0961, -0.7389, 0.0096, -0.6553, -0.1533, -0.2058, 0.2569, 0.3885, -0.2486, -0.1374, -0.5176, -0.3797, 0.5056, -0.0862, -0.6234, -0.1314, -0.5891, -0.1113, -1.1723, -0.6930, -0.3595, -0.4158, -0.3603, -0.3348, -0.2002, -1.1657, -1.0854, 0.2204, -0.6258, -0.6170, -0.6194, 0.5780, -1.1993, -0.3103, 1.1403, -0.4515, -0.5846, -0.7863, 0.4553, -0.1693, -0.0322, -1.0595, -0.3542, -0.6279, 0.4701, 0.3209, 0.3494, 0.3098, 0.2306, 0.3750, 0.2320, 0.3386, 0.4007, 0.2102, 0.1762, 0.4977, 1.0743, 0.3395, 0.3522, 0.3405, 0.3571, 0.3165, 0.2347, 0.2807, 0.0792, 0.3387, 0.3909, -0.0224, 0.2293, 0.2419, 0.3653, 0.3922, 0.3340, 0.3768, 0.3652, 0.2463, 0.3819, 0.2593, 0.3106, 0.4593],
  "homo_energy_ev": 0.44,
  "molar_mass_g_mol": 1019.6,
  "charge": -2,
  "gap_ev": 3.09,
  "relative_energy_kcal_mol": 50.5
}

=====

2.
{
  "formula": "C26H40Br6N4O",
  "method": "wB97M-V/def2-TZVPD",
  "elements": ["Br", "Br", "Br", "Br", "Br", "Br", "O", "N", "N", "N", "N", "C", "C", "C", "C", "C", "C", "C", "C", "C", "C", "C", "C", "C", "C", "C", "C", "C", "C", "C", "C", "C", "C", "C", "C", "C", "C", "H", "H", "H", "H", "H", "H", "H", "H", "H", "H", "H", "H", "H", "H", "H", "H", "H", "H", "H", "H", "H", "H", "H", "H", "H", "H", "H", "H", "H", "H", "H", "H", "H", "H", "H", "H", "H", "H", "H", "H"],
  "coordinates": [[-3.8626, -2.4189, -2.8682], [0.2200, -2.3477, 3.9745], [0.6092, -6.8398, 5.3780], [0.4442, -4.1522, -3.8552], [-0.7868, 0.0838, -0.8416], [0.4147, 2.4762, 1.5956], [5.6559, 0.8910, -2.6568], [-3.0020, -4.1080, 0.6340], [-3.2486, 1.4722, -3.0273], [5.7427, 4.9737, 1.9934], [-4.4029, 2.3385, 1.9207], [4.6429, 0.0006, -0.6825], [5.2020, 1.3776, -0.3807], [-0.7473, -0.1620, 1.1668], [-1.5174, -3.8329, -3.6023], [5.5054, 1.9982, -1.7167], [-5.6147, 2.9831, 1.7815], [-2.9633, -5.0904, -0.3213], [-3.9798, 1.2728, -4.1248], [-1.2708, -5.1801, 1.0705], [5.0545, 5.1739, 0.7965], [3.8592, 3.6881, 2.0495], [-1.8927, -2.5860, -2.7702], [-1.9359, -4.1322, 1.4808], [-4.3089, 3.6379, 0.0404], [0.9670, -5.1863, 4.2840], [4.9989, 4.0919, 2.7447], [3.9133, 4.3477, 0.8050], [-3.6246, 2.8577, 0.9365], [4.8048, -0.1357, -2.2160], [0.2608, -4.0116, 5.0178], [-5.5470, 3.7030, 0.6002], [0.4311, 0.5241, 1.7991], [-2.6136, 2.6973, -3.1438], [-1.8000, -5.7639, -0.1247], [-4.0068, 2.4442, -4.9398], [-3.1676, 3.3572, -4.2252], [6.1377, 1.2412, 0.1615], [-2.5823, 2.6319, 0.7661], [-1.3579, -1.7138, -3.1462], [0.4426, 0.2784, 2.8610], [5.4003, 5.8903, 0.0661], [-4.4620, 2.7196, -5.8797], [1.3158, 0.0847, 1.3383], [4.5110, 1.9524, 0.2359], [-6.3903, 2.8888, 2.5271], [5.1571, -1.1289, -2.4940], [-2.8898, 4.3714, -4.4714], [0.6402, -5.2827, 3.2486], [-4.0422, 1.7964, 2.6928], [2.0474, -5.0418, 4.2898], [3.1558, 2.9597, 2.4249], [-3.7667, -3.4703, 0.8031], [-3.8085, 4.0260, -0.8345], [-0.7151, -4.4258, 5.2712], [-4.5447, 0.3581, -4.2281], [-1.3599, -6.5410, -0.7319], [5.4295, 3.8046, 3.6926], [-1.9234, -4.6580, -3.0172], [6.4941, 2.4572, -1.7136], [-3.6917, -5.0729, -1.1185], [3.8361, -0.0587, -2.7099], [-0.3409, -5.5545, 1.4726], [4.7777, 2.6792, -2.1579], [-6.3577, 4.2807, 0.1815], [-3.1231, 0.7688, -2.3135], [-1.6207, -2.7261, -1.7240], [6.6014, 5.4590, 2.2109], [-0.7489, -1.2157, 1.4458], [3.5961, -0.0067, -0.3787], [3.3121, 4.4034, -0.0905], [5.2007, -0.7575, -0.1327], [0.7063, -3.8109, 5.9921], [-1.7206, 0.1199, 1.5684], [-1.8345, -3.4031, 2.2710], [-1.9986, -3.7422, -4.5761], [-1.9157, 2.9958, -2.3755]],
  "atomic_forces_ev_per_a": [[0.8138, 0.1556, 0.0531], [-0.3202, 0.8329, -0.5658], [0.1465, -0.0041, -0.4750], [-1.2096, 0.3872, 0.2626], [0.0628, 0.0178, 0.0615], [-0.0109, 0.0452, -0.0957], [0.3073, 0.2481, 0.6036], [-1.9267, 1.5290, -0.0093], [1.2153, 0.6692, -0.4984], [-1.4827, 0.0993, -1.4399], [0.1900, 1.5373, -0.3816], [-0.3152, -0.0854, -0.4360], [0.1262, 0.1059, 0.6100], [-0.7877, -0.3349, 1.0796], [-0.5545, 0.4413, 0.7028], [0.9081, -0.5440, -1.3229], [-0.2520, -0.3869, -0.2710], [-0.1838, 0.9870, -0.2624], [-1.9896, 0.8076, -2.2171], [4.3582, -3.2962, -0.8330], [-0.4536, -1.0703, 0.8917], [1.2960, 0.2206, 0.6727], [1.0910, -0.7157, -0.3885], [-2.1223, 1.2099, 0.2208], [2.1420, -0.9785, 0.8395], [0.1065, 1.7758, 0.9014], [0.4095, -0.0724, 0.0825], [1.6314, 2.1072, -0.7168], [2.3419, -0.9620, -1.3463], [-0.8567, -0.6117, 0.4278], [0.4722, -2.9080, 0.5389], [-3.3681, 1.0233, 0.6776], [-0.0836, -0.9875, -0.0436], [-0.9820, -0.0299, 0.8263], [-0.2050, 0.0433, 0.7065], [0.9721, -0.6124, 2.1157], [0.9123, -0.5577, 0.1275], [-0.0068, 0.3142, 0.1406], [0.0602, -0.5231, 0.6054], [-0.6523, 0.2373, 0.0007], [-0.0137, 0.4486, -0.1262], [-0.0087, -0.1776, 0.0042], [-0.2851, -0.6354, 0.1455], [0.3344, 0.4531, 0.0114], [0.2872, 0.0653, -0.1405], [-0.0369, -0.0889, -0.2775], [0.5392, 0.1438, -0.1101], [-0.0844, -0.0764, -0.2590], [-0.2651, -0.4128, 0.3902], [-0.2291, 0.1722, -0.0854], [-0.0712, -0.2198, 0.0300], [-0.0397, 0.1847, -0.1876], [0.0178, -0.1455, -0.4496], [-0.5769, 0.2128, -0.0143], [-0.4617, 0.7627, -0.4188], [0.0856, 0.0326, -0.1173], [-0.1188, -0.0091, 0.1959], [-0.4301, -0.2000, 0.0623], [0.3314, -0.3653, -0.5006], [-0.1757, 0.3999, -0.0340], [-0.0161, -0.2207, 0.1264], [-0.3139, 0.2423, -0.0067], [0.0442, 0.1828, 0.1366], [-0.2607, 0.1410, 0.4321], [-0.2539, -0.0481, 0.2255], [0.2909, 0.2428, 0.0175], [-0.2612, 0.0657, -0.0757], [-0.3347, -0.3545, 0.3059], [0.5991, -0.2282, -0.7250], [-0.0064, -0.4483, -0.1239], [-0.5911, -0.5681, 0.4050], [-0.2013, -0.1104, -0.0901], [0.3620, 0.0839, -0.2513], [-0.1011, 0.7612, -0.1946], [0.1170, -0.2458, -0.0054], [0.4182, -0.3071, -0.0226], [-0.0893, 0.1521, -0.1177]],
  "mulliken_charge": [-0.1841, -0.4201, -0.2580, -0.1904, -0.4004, -0.3317, -0.4516, 0.0922, 0.3565, 0.0183, -0.0707, -0.2044, 0.3403, -0.2272, -0.7034, -0.4281, -0.7821, -0.6990, -0.4072, 0.1145, -0.6198, -0.2192, -0.3903, -0.7603, -0.4193, -0.1514, -0.8022, -0.2294, -0.1153, -0.5229, -0.7067, -0.4670, -0.3018, -0.6142, -0.8955, -0.6356, -0.4534, 0.2524, 0.2945, 0.4568, 0.2205, 0.4045, 0.3861, 0.3826, -0.3544, 0.3948, 0.3019, 0.3931, -0.0018, 0.3130, 0.3829, 0.3946, 0.2415, 0.4446, 0.3908, 0.3300, 0.4326, 0.3993, 0.2982, 0.2447, 0.5815, 0.3042, 0.2874, 0.2755, 0.3855, 0.1468, 0.2360, 0.1812, 0.0728, -0.0866, 0.4444, 0.3139, 0.3939, 0.1731, 0.4735, 0.4479, 0.5071],
  "homo_energy_ev": [-0.38, -5.82],
  "molar_mass_g_mol": 904.1,
  "s_squared": 0.75,
  "multiplicity": 2,
  "charge": -1,
  "gap_ev": [2.51, 7.93]
}